Record 1
246
Properties=species:S:1:pos:R:3:forces:R:3 method="wB97M-V/def2-TZVPD" homo_lumo_gap_ha=0.322 de_lowest_ev=0.000 smiles="CC1(C)CCCC(C)(C)N1O.CC1(C)CCCC(C)(C)N1O.CC1(C)CCCC(C)(C)N1O.CC1(C)CCCC(C)(C)N1O.CC1(C)CCCC(C)(C)N1O.CC1(C)CCCC(C)(C)N1O.CC1(C)CCCC(C)(C)N1O.O=C1CCCO1.O=C1CCCO1.O=C1CCCO1" spin_multiplicity=1
C -1.421429 -0.398152 4.981256 -1.7 0.9 0.3
C -0.088176 -0.667681 5.643381 0.6 0.9 -1.3
C -0.035637 -2.108026 6.181786 -1.3 -0.6 -0.5
C 0.977777 -0.447087 4.503884 0.7 0.0 0.7
C 1.140153 1.041407 4.079391 0.0 -1.2 2.1
C 1.630234 1.748784 5.370114 -1.0 -0.7 -0.5
C 0.655719 1.624823 6.553252 0.6 1.8 -0.1
C 1.428139 1.988446 7.809079 -1.8 0.2 1.1
C -0.487106 2.739908 6.425048 0.4 -1.3 -0.3
N 0.207934 0.267365 6.750535 0.1 -0.7 -0.9
O -0.812673 0.245526 7.679398 -0.4 -0.8 1.5
H -1.641252 0.674761 4.658020 0.5 -1.3 0.6
H -1.460441 -0.971772 4.066379 -0.3 -0.4 -0.2
H -2.246757 -0.717498 5.666515 0.4 0.2 -0.7
H -0.945584 -2.347418 6.804374 0.9 0.4 -0.5
H -0.067116 -2.849508 5.329944 0.2 0.8 0.8
H 0.837877 -2.263688 6.802959 0.2 0.0 -0.1
H 1.946988 -0.681422 4.965782 0.0 -0.4 -0.2
H 0.841323 -1.148400 3.646644 -0.2 0.4 0.7
H 1.987963 1.103356 3.417894 -0.2 0.2 -1.0
H 0.174164 1.416813 3.745555 0.3 0.4 -0.5
H 1.785894 2.801279 5.170902 0.3 0.3 0.1
H 2.573409 1.269394 5.654470 0.0 0.2 0.0
H 1.774595 3.001406 7.768081 0.3 0.7 -0.1
H 2.245645 1.338862 8.078936 0.1 -0.4 -0.1
H 0.613730 1.964663 8.575090 1.1 -0.1 0.0
H -1.087456 2.417886 5.578184 -0.3 0.4 -0.2
H -0.018005 3.713149 6.185157 -0.4 -0.5 0.4
H -1.164396 2.786119 7.312018 0.8 0.2 -0.6
H -1.580357 0.771592 7.423871 0.0 0.2 -0.7
C -3.342408 6.733653 -0.644264 -0.2 0.5 -0.2
C -3.880925 5.419674 -0.076318 0.2 -0.2 0.3
C -5.268363 5.255257 -0.670876 -0.3 -1.1 -0.3
C -3.069532 4.182152 -0.511403 0.5 0.4 -1.3
C -1.688041 4.109766 0.095110 -0.6 -0.6 1.4
C -1.910803 4.082697 1.602869 1.7 -0.1 1.9
C -2.759538 5.227425 2.217977 -0.2 -0.8 0.1
C -3.240020 4.800050 3.637246 0.0 0.8 -0.7
C -2.011783 6.569275 2.353460 1.3 -0.7 0.8
N -3.955058 5.297681 1.431128 -1.6 0.9 -1.6
O -4.791614 6.355069 1.933647 0.2 -0.2 -0.1
H -3.499820 6.626590 -1.747821 0.2 0.6 0.8
H -3.889127 7.638863 -0.241605 0.3 -1.1 -0.6
H -2.287574 6.902457 -0.444052 0.2 -0.1 -0.1
H -5.796771 4.435083 -0.178133 0.1 -0.1 -0.2
H -5.905543 6.103538 -0.617772 -0.3 1.0 0.5
H -5.193123 5.051833 -1.756331 0.1 -0.2 0.5
H -3.644373 3.315807 -0.189154 0.0 -0.2 0.1
H -2.948115 4.046241 -1.613257 -0.5 0.6 0.5
H -1.226902 3.166300 -0.243491 0.0 0.5 0.4
H -0.962376 4.916274 -0.042370 -0.6 0.1 -0.8
H -0.894012 4.150704 2.075670 -0.6 0.0 -0.1
H -2.315010 3.152084 2.044017 -0.1 0.1 -0.8
H -3.812952 5.648358 4.027883 0.4 -0.2 0.3
H -2.320191 4.635968 4.175790 0.1 -0.2 0.8
H -3.930746 3.949888 3.676762 0.5 0.0 -0.4
H -2.578129 7.448139 2.105136 -0.2 0.4 0.0
H -1.101159 6.596046 1.765826 0.1 0.0 -0.5
H -1.632171 6.663913 3.388825 -0.4 0.2 -0.4
H -4.209630 7.124745 2.083765 -0.4 -0.3 -0.2
C 6.332506 0.586156 -1.436400 1.6 1.8 0.6
C 4.931508 0.098108 -1.280966 -0.9 1.8 -1.0
C 4.575976 0.351823 0.167391 -1.0 -1.6 0.8
C 3.939766 0.885781 -2.177563 0.1 -1.9 0.9
C 4.074030 0.506412 -3.601002 0.3 -0.6 -1.7
C 4.003897 -1.034641 -3.822727 -1.5 1.6 -1.6
C 4.809705 -1.887248 -2.941192 1.0 -1.1 0.2
C 4.057077 -3.250977 -2.828502 1.0 -0.3 1.6
C 6.232537 -2.177082 -3.458701 -0.7 -0.2 -0.4
N 4.791400 -1.303707 -1.604739 -0.2 -0.6 1.3
O 5.783699 -1.937561 -0.804920 -1.0 -1.6 0.8
H 7.032677 0.043650 -0.774498 -0.3 0.0 -0.6
H 6.687097 0.610078 -2.454208 0.2 -0.4 -0.4
H 6.420603 1.657189 -1.096207 -0.3 -0.8 -0.3
H 5.149788 1.141579 0.601258 0.1 0.8 0.1
H 3.489192 0.460736 0.384669 0.7 0.1 -0.3
H 4.901801 -0.552340 0.682529 -0.1 0.1 0.4
H 2.958488 0.627015 -1.799280 -0.5 -0.1 0.0
H 4.036840 1.925477 -2.081787 0.4 1.6 0.5
H 3.230099 0.968868 -4.169462 0.9 -0.2 0.1
H 5.057147 0.893818 -3.961296 -0.7 -0.2 -0.1
H 4.190804 -1.306602 -4.872843 0.3 0.3 0.2
H 2.952017 -1.316498 -3.726777 -0.2 0.1 0.4
H 3.613249 -3.668608 -3.731263 0.5 0.1 -0.3
H 3.221598 -2.976083 -2.179055 0.0 -0.5 0.2
H 4.746947 -4.017827 -2.310652 -1.3 1.0 -0.8
H 6.145998 -2.811848 -4.333761 -0.1 -0.3 -0.2
H 6.764587 -2.729216 -2.706231 0.4 0.0 0.2
H 6.787643 -1.320940 -3.796884 0.2 0.6 0.2
H 5.237374 -2.559551 -0.250770 0.9 0.7 -0.5
C -3.785303 -1.676009 1.096532 1.3 -0.4 -1.3
C -3.383258 -3.177733 1.082132 0.9 0.0 0.3
C -1.796256 -3.392656 1.114533 -1.4 0.1 -2.5
C -3.979475 -3.796540 2.348610 -2.5 1.7 0.1
C -4.018427 -5.289826 2.398965 2.4 0.0 -1.3
C -4.714238 -5.733364 1.116573 -1.2 -0.1 1.3
C -4.127431 -5.229572 -0.180969 -0.9 -0.3 -0.7
C -2.811061 -5.977992 -0.543048 -0.6 0.4 0.3
C -5.143867 -5.502458 -1.317831 0.4 0.0 -0.6
N -4.157534 -3.767063 -0.049107 0.6 0.2 1.4
O -3.846666 -3.102586 -1.258632 1.0 -1.1 -0.3
H -4.821423 -1.587559 0.823899 -0.6 0.0 0.3
H -3.567518 -1.237655 2.044580 0.0 0.3 0.8
H -3.257733 -1.068855 0.336778 -0.1 -0.5 0.3
H -1.363586 -2.899469 1.953242 0.3 0.4 0.7
H -1.463890 -4.427666 1.039007 -0.3 -0.1 0.6
H -1.381433 -2.975577 0.176592 -0.1 0.3 0.4
H -3.656313 -3.299550 3.274631 0.5 -0.2 -0.3
H -5.051472 -3.437422 2.239146 0.8 -0.5 0.5
H -2.950689 -5.598912 2.460320 -0.5 -0.4 0.0
H -4.507424 -5.656207 3.264091 -0.6 -0.4 0.8
H -5.676395 -5.235710 1.291608 -0.2 -0.1 -0.7
H -4.983056 -6.789366 1.103025 0.5 -0.2 -0.2
H -2.208212 -5.335848 -1.209172 0.0 -0.8 -0.1
H -3.159872 -6.935441 -0.980809 0.7 0.6 -0.2
H -2.239449 -6.228433 0.351346 0.1 0.1 -0.1
H -4.830002 -5.046493 -2.276044 0.0 -0.1 0.4
H -6.103219 -5.070415 -1.069964 -0.3 0.1 0.1
H -5.263447 -6.559438 -1.550274 0.0 -0.2 0.4
H -3.370289 -3.816941 -1.733143 0.1 1.0 -0.5
C 4.913356 -2.555771 3.412820 -0.1 0.8 -0.4
C 4.909820 -4.047229 3.206741 -1.2 -1.0 2.3
C 6.332753 -4.561929 3.304112 -0.1 0.2 0.5
C 4.136093 -4.686034 4.430625 0.4 0.9 -1.0
C 2.625757 -4.593049 4.265289 1.1 0.4 0.4
C 2.212148 -5.118353 2.934160 -0.5 -1.4 -0.4
C 2.919413 -4.488359 1.719843 -0.5 -0.7 1.0
C 2.664386 -5.317925 0.490884 -0.4 -1.5 0.6
C 2.358635 -3.128974 1.530302 2.3 1.5 -1.8
N 4.347906 -4.618277 1.989417 0.7 0.8 0.0
O 5.099511 -3.944312 0.946699 -0.6 -0.2 -0.3
H 5.003002 -1.998605 2.493955 0.1 0.1 -0.4
H 4.075962 -2.131568 3.955771 -0.4 -0.2 0.1
H 5.789117 -2.339009 3.991778 0.5 0.3 0.4
H 7.001370 -3.883934 2.802422 0.6 0.3 0.1
H 6.582826 -4.681950 4.375303 0.3 0.1 -0.7
H 6.373130 -5.501481 2.790455 0.2 -0.8 0.0
H 4.550822 -5.661792 4.531506 -0.3 -1.3 0.0
H 4.448274 -4.190800 5.343302 0.1 0.4 0.1
H 2.157539 -5.133779 5.062868 -0.4 -0.5 0.4
H 2.336477 -3.562866 4.440881 -0.2 0.4 -0.2
H 1.108125 -5.149202 2.870321 0.4 0.5 -0.5
H 2.473490 -6.174768 2.903439 0.2 -0.3 0.1
H 1.590383 -5.249263 0.281832 0.2 -0.2 -0.4
H 2.931609 -6.363826 0.765938 -0.4 0.5 -0.4
H 3.292933 -5.062137 -0.345266 -0.1 0.5 -0.4
H 2.561703 -2.413666 2.299153 -0.3 0.2 0.8
H 1.359376 -3.151925 1.195023 -1.4 0.0 0.0
H 2.939424 -2.727554 0.680144 -0.3 0.3 0.0
H 5.931279 -4.424244 0.930014 0.1 -0.2 -0.2
C 0.175596 -5.512123 -4.221995 -1.1 0.6 0.2
C -0.349801 -4.077045 -4.448853 -0.6 0.5 -0.3
C -0.097940 -3.337019 -3.142569 0.1 -0.9 0.4
C 0.463116 -3.374088 -5.553849 -1.1 -1.2 -0.8
C -0.125429 -2.028110 -5.938824 -0.3 -0.4 0.4
C -1.563301 -2.262618 -6.347961 0.0 0.8 -1.3
C -2.396702 -2.794619 -5.250930 -2.2 1.1 -0.3
C -2.771756 -1.701093 -4.221800 1.8 -1.5 1.2
C -3.799712 -3.019746 -5.809104 -0.4 -1.6 0.4
N -1.798935 -4.060692 -4.868611 1.1 0.2 0.2
O -2.583915 -4.592201 -3.831375 -0.7 -1.3 0.3
H 1.227576 -5.357342 -4.211220 1.1 -0.3 0.4
H -0.163039 -5.948853 -3.253062 0.2 0.3 -0.8
H -0.019956 -6.178862 -5.047363 -0.4 -0.2 -0.3
H -0.034316 -2.280880 -3.214821 -0.1 1.1 -0.3
H -0.922885 -3.591771 -2.485538 0.1 0.0 0.6
H 0.870602 -3.664013 -2.738658 -0.4 -0.1 0.2
H 1.448492 -3.330882 -5.162588 1.2 0.3 0.1
H 0.461344 -4.045574 -6.458052 0.1 0.6 0.7
H -0.003672 -1.253724 -5.159688 -0.3 -0.4 -0.1
H 0.340424 -1.630013 -6.795711 1.1 0.4 -1.0
H -1.668757 -2.934246 -7.235462 0.6 0.1 0.7
H -2.015182 -1.345722 -6.717407 0.0 0.4 0.2
H -3.413351 -2.135712 -3.439707 0.1 0.5 -0.3
H -3.204013 -0.872510 -4.728135 -0.6 0.6 -0.4
H -1.850443 -1.374548 -3.776623 0.3 0.6 0.7
H -4.487287 -3.377813 -4.995804 0.4 0.5 -0.9
H -3.755162 -3.730315 -6.594645 0.0 -1.5 -0.6
H -4.196287 -2.197651 -6.369392 -0.2 1.1 0.4
H -3.019227 -5.313435 -4.322947 0.1 0.3 0.8
C 2.173765 7.620754 -0.467911 -0.7 -0.1 -0.8
C 2.848411 6.399961 -1.089524 -0.7 -0.8 0.1
C 2.470137 6.310384 -2.582468 1.2 0.8 1.3
C 4.352433 6.592068 -1.013674 1.3 0.3 0.9
C 4.997805 6.305533 0.394416 -0.9 0.4 -0.5
C 4.546023 4.921916 0.933931 0.6 0.9 -0.9
C 3.005293 4.847300 0.949067 0.1 -0.6 -0.6
C 2.616495 3.394813 1.216315 1.0 0.2 1.1
C 2.381354 5.704000 2.068830 -0.4 1.0 -0.3
N 2.506840 5.113167 -0.428580 0.5 0.1 -0.2
O 1.088288 4.977482 -0.436037 0.1 0.5 0.1
H 2.412249 8.440980 -1.141478 -0.1 0.4 0.3
H 1.080720 7.571133 -0.348577 0.3 -0.3 -0.4
H 2.559958 7.789876 0.499534 0.6 0.6 0.9
H 1.434722 6.187064 -2.740400 -1.2 0.1 -0.1
H 2.856892 7.247956 -2.990335 -0.3 -0.1 -0.5
H 2.990969 5.489017 -3.011345 0.5 -0.7 -0.5
H 4.900859 5.943940 -1.688426 -0.3 -0.3 -0.5
H 4.551618 7.629739 -1.370716 0.1 -0.6 0.4
H 6.080760 6.478245 0.358012 -0.2 -0.5 -0.1
H 4.641349 7.062678 1.084003 -0.1 0.2 0.3
H 4.886417 4.818943 1.952211 0.1 -0.1 0.5
H 5.074367 4.120562 0.368474 -0.8 0.3 0.1
H 3.017153 2.723094 0.476457 0.6 -0.1 -0.3
H 1.559667 3.207081 1.154113 -0.6 0.2 0.7
H 3.074095 3.194092 2.221141 -0.8 -0.5 -0.7
H 2.561863 5.302847 3.073765 -0.3 -0.3 -0.3
H 1.312152 5.777126 1.810392 0.2 -0.3 0.6
H 2.697515 6.761798 2.143358 0.3 -0.6 -0.3
H 0.894951 4.107942 -0.805236 0.3 -0.1 -0.2
O -5.230114 0.513028 -1.699815 0.4 0.4 0.1
C -6.083869 -0.310539 -1.698590 -1.4 -1.4 -0.1
C -6.317881 -1.495566 -2.637938 1.0 -0.9 1.2
C -7.756677 -1.951892 -2.486086 -0.1 1.5 0.6
C -7.977248 -1.395316 -1.035141 -1.2 -1.5 -0.7
O -7.079740 -0.383766 -0.759834 1.4 1.8 -0.1
H -5.917728 -1.218528 -3.578159 0.2 -0.1 -1.1
H -5.701671 -2.313294 -2.175091 0.0 0.8 -0.6
H -8.429854 -1.442652 -3.175709 0.0 0.0 -0.1
H -7.920544 -3.030888 -2.560701 0.2 0.3 0.1
H -8.972805 -1.004852 -0.859491 -0.2 -0.1 0.0
H -7.769031 -2.192457 -0.354045 -0.1 -0.7 0.7
O -2.855560 1.192892 -6.709627 -0.9 -1.0 -0.8
C -2.376052 2.100018 -6.111194 -0.4 -0.5 1.0
C -2.947289 2.759510 -4.833871 0.7 0.2 -2.1
C -2.103287 4.040947 -4.807444 -0.1 -0.4 -0.5
C -0.786687 3.498198 -5.392881 -1.4 -0.6 0.0
O -1.191323 2.585413 -6.462695 0.3 0.8 0.9
H -4.034028 2.748799 -4.956654 0.3 0.4 0.4
H -2.595790 2.164009 -4.011089 -0.3 -0.5 0.5
H -2.441577 4.865621 -5.440461 -0.3 -0.2 0.1
H -2.004858 4.358087 -3.790701 0.3 0.5 0.5
H -0.242692 4.222638 -5.916411 1.2 1.1 -0.1
H -0.276625 2.927415 -4.627765 0.5 0.1 -0.1
O -0.762404 2.134913 -2.591559 0.6 0.2 -0.1
C -0.559838 1.415042 -1.661068 -0.1 -0.8 1.2
C -1.456196 0.424999 -1.022258 -1.5 -1.8 0.6
C -0.860332 0.248483 0.421956 -1.0 -1.5 -0.7
C 0.595952 0.505427 0.190910 -0.7 -0.9 0.1
O 0.609516 1.362880 -0.961571 1.3 1.1 -0.3
H -2.550570 0.622929 -1.073916 0.8 0.5 0.1
H -1.413301 -0.508558 -1.649027 0.4 0.5 0.7
H -1.194108 1.005150 1.056608 -1.1 1.6 0.9
H -1.138420 -0.694893 0.982354 0.6 0.8 -1.1
H 1.110989 0.859041 1.082926 0.0 1.0 -0.4
H 1.047403 -0.441510 0.012792 0.9 -0.7 -1.0

Record 2
10
Properties=species:S:1:pos:R:3:forces:R:3 method="wB97M-V/def2-TZVPD" homo_lumo_gap_ha=0.387 de_lowest_ev=1.847 spin_multiplicity=1
C 0.492376 0.292636 -0.164476 1.3 -3.9 2.3
C -0.964543 0.054855 -0.007340 -1.5 2.1 0.7
H 1.921936 -1.011750 0.006734 7.0 -0.6 -2.5
H 0.536776 -1.678118 -0.007076 0.5 0.1 0.7
H 0.525569 2.062465 -0.705631 1.8 -1.3 1.5
N 1.100674 -0.892910 0.350226 -6.7 0.1 0.6
N 1.185019 1.300994 -0.247633 -1.2 4.4 -2.9
Cl -1.719514 -1.175194 -0.889962 -0.7 -0.9 -3.1
Cl -1.223064 -0.537352 1.555881 -0.1 -0.9 4.1
Cl -1.855230 1.584378 0.109276 -0.3 0.9 -1.5

Record 3
15
Properties=species:S:1:pos:R:3:forces:R:3 method="wB97M-V/def2-TZVPD" homo_lumo_gap_ha="0.304 / 0.355" de_lowest_ev=7.857 spin_multiplicity=1 total_charge=+1
C 3.477711 -0.138756 -0.265995 -0.3 0.4 0.9
C -1.805884 0.375304 -0.480503 1.4 2.9 0.4
C -0.483127 0.909238 0.232286 -0.5 0.9 -1.1
C -1.324215 -0.923320 -0.158169 -3.6 -8.0 -0.1
N 0.968597 -1.239282 0.359487 0.7 2.0 -0.8
N 2.390152 0.353250 0.029004 -1.4 -1.1 0.4
N -0.006425 -0.553960 0.191842 1.5 0.1 0.4
H 3.816089 -1.139669 -0.255453 0.0 -1.3 -0.2
H 4.216107 0.618865 -0.314211 1.2 1.0 -0.6
H -2.716738 0.640321 -0.017593 -0.9 0.5 0.4
H -1.788912 0.636597 -1.505813 -0.1 0.1 -1.0
H 0.158086 1.624466 -0.344925 -0.5 -0.7 1.0
H -0.748919 1.131841 1.268175 0.8 0.2 -0.1
H -1.852174 -1.396694 0.789082 1.1 0.9 -1.7
H -1.451201 -1.803015 -0.986236 0.8 2.0 2.0

Record 4
15
Properties=species:S:1:pos:R:3:forces:R:3 method="wB97M-V/def2-TZVPD" homo_lumo_gap_ha=0.376 de_lowest_ev=1.257 smiles="O=C1CC(CO)C1" spin_multiplicity=1
O -1.041394 -1.561440 -2.420004 0.1 0.3 0.4
C -0.744402 -0.900565 -1.462412 -0.1 -0.3 -0.3
C -1.438910 -0.591597 -0.137664 -0.1 0.0 0.0
C -0.385952 0.531049 0.086625 0.0 0.1 0.1
C 0.350980 0.558978 1.432632 0.0 0.3 -0.2
O 0.429887 -0.705410 2.066196 -0.1 0.0 0.1
C 0.424284 0.022873 -1.136778 0.1 0.0 -0.1
H -1.308971 -1.425555 0.562094 0.0 0.1 -0.1
H -2.496887 -0.321595 -0.198620 0.2 0.0 0.0
H -0.811210 1.521119 -0.111934 0.1 -0.2 0.0
H -0.104368 1.303133 2.101905 0.0 -0.2 -0.1
H 1.386538 0.872144 1.255615 -0.2 0.0 0.1
H -0.378089 -0.828509 2.575245 0.1 -0.1 0.0
H 1.324775 -0.539481 -0.861371 -0.1 0.0 0.0
H 0.680189 0.748858 -1.914163 0.0 -0.1 0.1

Number 1: E_tot -4309.32659 hartree. Number 2: E_tot -1568.02267 hartree. Number 3: E_tot -321.00258 hartree. Number 4: E_tot -345.75875 hartree.